Density functional theory data (ωB97M-V with the def2-TZVPD basis set) for a gas-phase ion, C10H22N3O2 (charge +1) in a non-equilibrium geometry.

Calculated values
Frontier orbital gap = 10.56 eV
SMILES = CCOC(OCC)[C@@]1(CC)N=CN(C)[NH2+]1
Total charge = +1

XYZ file:
```
37
Properties=species:S:1:pos:R:3:nbo_charge:R:1
C 2.988 -0.133 2.323 -0.6580
C 2.485 0.742 1.227 -0.0670
O 1.693 0.117 0.248 -0.5785
C 0.518 -0.570 0.602 0.3743
O 0.301 -1.637 -0.257 -0.5962
C 0.878 -2.966 -0.030 -0.0654
C -0.128 -4.008 -0.556 -0.6144
C -0.698 0.416 0.271 0.2869
C -2.147 -0.121 0.315 -0.4401
C -3.214 0.839 -0.093 -0.6352
N -0.502 1.675 0.916 -0.4647
C -0.326 2.576 0.085 0.2912
N -0.168 2.134 -1.257 -0.2865
C -0.627 2.843 -2.424 -0.4170
N -0.314 0.763 -1.222 -0.4326
H 2.238 -0.257 3.097 0.2089
H 3.354 -1.134 2.060 0.2280
H 3.773 0.500 2.717 0.2399
H 3.394 1.169 0.642 0.2039
H 1.976 1.703 1.622 0.1876
H 0.537 -0.905 1.734 0.1969
H 1.771 -3.141 -0.699 0.2099
H 0.858 -3.074 1.078 0.1896
H -1.066 -3.636 -0.250 0.2132
H 0.032 -4.080 -1.606 0.2130
H 0.296 -4.898 -0.062 0.2296
H -2.079 -0.989 -0.331 0.2240
H -2.219 -0.489 1.290 0.2417
H -3.246 1.741 0.596 0.2389
H -4.135 0.250 0.241 0.2595
H -3.106 1.139 -1.193 0.1972
H -0.186 3.719 0.301 0.2442
H -0.175 2.638 -3.322 0.2238
H -1.615 2.714 -2.675 0.1939
H -0.575 3.874 -2.146 0.2367
H 0.600 0.075 -1.413 0.4948
H -1.164 0.409 -1.831 0.4281
```

Density functional theory data (ωB97M-V with the def2-TZVPD basis set) for a molecular structure, C13H19BrCl2CrN5O4 in a non-equilibrium geometry.

Calculated values
Frontier orbital gap (alpha / beta) = 8.65 / 9.19 eV
Spin multiplicity = 4
⟨S²⟩ = 3.79

XYZ file:
```
45
Properties=species:S:1:pos:R:3:nbo_charge:R:1
Cr -0.754 0.808 -0.593 1.2368
C -0.918 0.855 2.485 -0.2285
C 0.535 1.285 2.302 -0.2228
N 0.664 2.051 1.070 -0.6181
C 2.048 2.328 0.714 -0.2599
C 2.618 1.151 -0.032 0.2443
C 3.936 1.088 -0.462 -0.2505
C 4.325 0.008 -1.235 -0.1343
C 3.392 -0.963 -1.561 -0.2476
C 2.098 -0.819 -1.085 0.2518
C 0.983 -1.752 -1.448 -0.2697
N -0.199 -1.432 -0.659 -0.6400
C -0.143 -1.904 0.721 -0.2262
C -1.366 -1.356 1.458 -0.2327
N -1.418 0.100 1.338 -0.6849
N 1.737 0.207 -0.327 -0.4945
H -1.529 1.758 2.582 0.2275
H -1.011 0.279 3.413 0.2011
H 1.185 0.411 2.224 0.1988
H 0.849 1.875 3.178 0.1931
H 0.147 2.925 1.157 0.3962
H 2.662 2.560 1.600 0.1990
H 2.080 3.186 0.037 0.2422
H 4.627 1.878 -0.218 0.2226
H 5.334 -0.065 -1.606 0.2229
H 3.646 -1.798 -2.193 0.2243
H 1.293 -2.800 -1.329 0.2023
H 0.738 -1.581 -2.503 0.2660
H -0.991 -1.890 -1.111 0.4163
H 0.777 -1.523 1.172 0.2046
H -0.138 -3.001 0.778 0.2016
H -1.338 -1.671 2.509 0.2027
H -2.263 -1.787 1.001 0.2280
H -2.393 0.413 1.205 0.4571
Cl -4.902 -1.175 -0.400 0.0081
C -3.942 -1.748 -1.763 -0.2968
Cl -3.194 -3.312 -1.354 -0.0337
C -2.728 -0.810 -2.073 0.7450
O -2.045 -1.076 -3.043 -0.6240
O -2.523 0.061 -1.191 -0.7521
H -4.578 -1.918 -2.633 0.2468
O -3.202 2.039 0.843 -0.4743
N -2.690 2.907 0.123 0.3975
O -1.610 2.634 -0.443 -0.5360
Br 0.201 1.575 -2.646 -0.4100
```